Here is a structure of composition C33H33MoN4O7SeSi from OMol25. Energies are from the ωB97M-V functional and the def2-TZVPD basis.

Calculated values
- Spin multiplicity: 3
- Maximum force: 0.80 eV/Å
- E_tot: -4781.9546 a.u.
- Kohn-Sham gap (spin up / spin down): 6.71 / 6.77 eV
- Net charge: +1
- ⟨S²⟩: 2.020

Atoms and positions in Å:
1 Mo -1.276 0.506 0.052
2 C -1.811 2.502 -3.714
3 C -1.661 2.607 -2.244
4 O -1.296 1.594 -1.593
5 N -1.909 3.723 -1.594
6 C -2.033 3.761 -0.127
7 C -0.733 3.595 0.637
8 C -0.030 4.709 1.058
9 C 1.115 4.554 1.825
10 C 1.523 3.280 2.165
11 C 0.784 2.212 1.701
12 N -0.315 2.353 0.950
13 H -2.705 1.894 -3.884
14 H -0.959 1.955 -4.120
15 H -1.920 3.471 -4.196
16 H -2.236 4.514 -2.125
17 H -2.754 3.004 0.182
18 H -2.447 4.734 0.120
19 H -0.388 5.696 0.795
20 H 1.671 5.422 2.158
21 H 2.405 3.102 2.764
22 H 1.080 1.197 1.925
23 O -5.050 -1.231 -0.028
24 Se -3.994 -0.166 -0.539
25 O -4.114 0.447 -2.013
26 O -2.339 -0.930 -0.529
27 O -3.529 1.008 0.544
28 C 4.174 2.977 -0.258
29 C 4.379 1.736 0.326
30 C 3.453 0.712 0.139
31 C 2.300 0.911 -0.625
32 C 2.122 2.170 -1.216
33 C 3.043 3.191 -1.042
34 Si 0.951 -0.392 -0.852
35 C 0.704 -0.606 -2.706
36 C 1.696 -0.194 -3.601
37 C 1.523 -0.323 -4.975
38 C 0.351 -0.872 -5.479
39 C -0.642 -1.297 -4.605
40 C -0.466 -1.164 -3.234
41 C 1.458 -2.014 -0.054
42 C 1.393 -3.210 -0.771
43 C 1.733 -4.421 -0.176
44 C 2.136 -4.458 1.152
45 C 2.209 -3.280 1.886
46 C 1.877 -2.076 1.282
47 H 4.900 3.770 -0.122
48 H 5.270 1.554 0.915
49 H 3.645 -0.257 0.585
50 H 1.250 2.348 -1.838
51 H 2.890 4.151 -1.523
52 H 2.619 0.237 -3.227
53 H 2.306 0.000 -5.650
54 H 0.215 -0.975 -6.549
55 H -1.557 -1.732 -4.990
56 H -1.257 -1.496 -2.573
57 H 1.087 -3.197 -1.811
58 H 1.694 -5.336 -0.757
59 H 2.407 -5.400 1.615
60 H 2.517 -3.303 2.926
61 H 1.940 -1.165 1.875
62 O -1.418 -3.995 0.652
63 C -2.188 -4.361 1.778
64 N -1.403 -4.559 2.977
65 C -0.839 -3.587 3.745
66 O -0.045 -3.821 4.634
67 C -1.255 -2.157 3.511
68 C -1.680 -1.383 4.578
69 C -1.953 -0.039 4.373
70 C -1.758 0.495 3.119
71 N -1.307 -0.246 2.095
72 C -1.083 -1.554 2.281
73 H -0.957 -4.761 0.294
74 H -2.752 -5.273 1.599
75 H -2.895 -3.552 1.938
76 H -0.997 -5.471 3.135
77 H -1.796 -1.832 5.557
78 H -2.314 0.591 5.173
79 H -1.979 1.531 2.908
80 H -0.778 -2.129 1.419

Population analysis type Mulliken, resulting atomic charges in e: 0.13 -1.16 0.40 -0.08 -0.03 -1.62 0.76 -0.90 -0.61 -0.91 -0.42 1.03 0.27 0.15 0.47 0.32 0.02 0.76 0.56 0.45 0.50 0.42 -0.65 1.25 -0.61 -0.49 -0.71 -0.66 -0.83 -0.24 0.08 0.14 -0.89 2.55 0.26 -0.39 -0.71 -0.59 -0.77 -0.32 0.31 -0.46 -1.04 -0.64 -0.88 0.36 0.42 0.45 0.41 0.37 0.46 0.42 0.43 0.41 0.46 0.32 0.31 0.51 0.43 0.49 0.19 -0.36 -0.87 -0.02 0.00 -0.63 0.34 -0.52 -1.20 -0.43 0.95 -0.70 0.29 0.45 0.42 0.30 0.56 0.47 0.52 0.78

=====

Here is a structure of composition C3H14O5 from OMol25. Energies are from the ωB97M-V functional and the def2-TZVPD basis.

Calculated values
- Spin multiplicity: 2
- Maximum force: 1.55 eV/Å
- E_tot: -498.3338 a.u.
- Kohn-Sham gap (spin up / spin down): 6.03 / 5.41 eV
- Net charge: +1
- ⟨S²⟩: 1.769

Atoms and positions in Å:
1 C -1.837 0.066 -1.176
2 C -1.907 0.240 0.302
3 O -0.819 -0.371 0.990
4 C -3.245 -0.264 0.876
5 H -2.214 -0.906 -1.476
6 H -1.866 0.914 -1.842
7 H -0.212 -0.788 0.331
8 H -3.209 -0.287 1.963
9 H -3.380 -1.301 0.539
10 H -4.062 0.255 0.384
11 H 0.912 1.351 -0.790
12 H 1.288 1.469 0.711
13 O 0.730 1.834 0.023
14 H -1.685 1.315 0.507
15 H 3.037 0.340 1.986
16 O 2.669 0.280 1.075
17 H 2.324 -0.799 0.763
18 H 2.680 -2.277 0.098
19 O 2.003 -1.596 0.009
20 H 0.185 -0.170 -1.904
21 H 1.500 -0.615 -1.312
22 O 1.152 -0.026 -2.010

Population analysis type Mulliken, resulting atomic charges in e: -1.21 0.84 -0.16 -1.26 0.40 0.45 0.39 0.36 0.38 0.40 0.39 0.39 -0.57 0.27 0.34 -0.49 0.38 0.31 -0.62 0.35 0.41 -0.73

=====

Here is the molecule C4H4O3 from OMol25. Energies are from the ωB97M-V functional and the def2-TZVPD basis.

Calculated values
- Spin multiplicity: 1
- Maximum force: 0.57 eV/Å
- E_tot: -380.4662 a.u.
- Kohn-Sham gap: 10.41 eV
- Net charge: 0
- SMILES: O=CC1(C=O)CO1

Atoms and positions in Å:
1 O -2.182 0.957 0.277
2 C -1.004 1.151 0.107
3 C -0.052 0.015 -0.173
4 C 1.312 0.311 -0.721
5 O 1.841 1.392 -0.640
6 C -0.203 -1.212 0.642
7 O -0.641 -1.168 -0.688
8 H -0.553 2.158 0.167
9 H 1.795 -0.563 -1.208
10 H 0.673 -1.832 0.838
11 H -0.987 -1.212 1.398

Population analysis type Mulliken, resulting atomic charges in e: -0.45 -0.17 1.02 -0.21 -0.47 -0.58 -0.41 0.36 0.35 0.29 0.27

=====

Here is the molecule C2H2S2 from OMol25. Energies are from the ωB97M-V functional and the def2-TZVPD basis.

Calculated values
- Spin multiplicity: 1
- Maximum force: 3.53 eV/Å
- E_tot: -873.6152 a.u.
- Kohn-Sham gap: 7.00 eV
- Net charge: 0

Atoms and positions in Å:
1 C -0.179 -1.044 1.901
2 C 0.463 0.471 -1.217
3 S -1.535 -0.558 2.480
4 S -0.019 -0.760 -0.248
5 H 1.350 0.929 -0.953
6 H -0.081 0.962 -1.963

Population analysis type Mulliken, resulting atomic charges in e: -0.01 -0.39 -0.07 -0.08 0.26 0.28

=====

Here is a cluster of 2 separate species, C8H19BIN6O6P in total from OMol25. Energies are from the ωB97M-V functional and the def2-TZVPD basis.

Calculated values
- Spin multiplicity: 1
- Maximum force: 3.78 eV/Å
- E_tot: -1760.1504 a.u.
- Kohn-Sham gap: 5.60 eV
- Net charge: 0

Atoms and positions in Å:
1 C -0.703 2.690 -1.323
2 C -0.352 1.191 -1.625
3 I -1.773 -0.192 -0.781
4 C 1.161 0.841 -1.254
5 N 1.336 -0.481 -0.694
6 C 1.350 -1.082 0.514
7 N 1.136 -0.509 1.684
8 B 0.786 0.898 2.062
9 O 1.833 1.689 2.622
10 N -0.521 1.458 1.929
11 C -1.506 0.736 2.805
12 C -0.577 2.898 2.279
13 N 1.614 -2.450 0.488
14 C 1.725 -2.692 -0.826
15 N 1.559 -1.544 -1.540
16 P 1.640 -1.659 -3.246
17 N 1.865 -3.145 -3.648
18 O 0.209 -1.165 -3.886
19 O 2.856 -0.722 -3.881
20 H -0.420 3.254 -2.244
21 H -1.799 2.831 -1.233
22 H -0.139 3.105 -0.471
23 H -0.444 1.090 -2.726
24 H 1.544 1.673 -0.621
25 H 1.723 0.957 -2.209
26 H 1.222 -1.154 2.471
27 H 1.949 1.336 3.522
28 H -1.475 1.148 3.838
29 H -2.546 0.828 2.437
30 H -1.260 -0.346 2.860
31 H 0.192 3.501 1.765
32 H -1.608 3.247 2.051
33 H -0.401 2.989 3.375
34 H 1.904 -3.705 -1.198
35 H 2.724 -3.215 -4.196
36 H 0.302 -1.239 -4.853
37 H 2.602 -0.624 -4.818
38 C -3.759 -2.416 2.470
39 O -3.859 -1.257 1.969
40 O -3.030 -3.280 1.644
41 O -4.183 -2.872 3.526
42 H -2.879 -2.610 0.961

Population analysis type Mulliken, resulting atomic charges in e: -1.20 -0.06 0.13 -1.04 -0.07 0.32 0.06 0.17 -0.62 0.37 -1.15 -1.12 -0.59 -0.06 0.39 0.58 -0.82 -0.44 -0.47 0.39 0.35 0.21 0.61 0.43 0.35 0.33 0.32 0.34 0.35 0.37 0.41 0.28 0.38 0.54 0.23 0.35 0.35 0.70 -0.71 -0.53 -0.70 0.26

=====

Here is a structure of composition C40H59N4O3SSiSr from OMol25. Energies are from the ωB97M-V functional and the def2-TZVPD basis.

Calculated values
- Spin multiplicity: 1
- Maximum force: 1.16 eV/Å
- E_tot: -2722.9136 a.u.
- Kohn-Sham gap: 7.97 eV
- Net charge: +1

Atoms and positions in Å:
1 Sr 0.496 -0.411 0.601
2 C -1.048 -1.546 3.108
3 N 0.338 -1.992 2.826
4 C 1.212 -1.799 3.991
5 C 1.804 -0.414 4.110
6 C 1.829 0.249 5.325
7 C 2.488 1.466 5.415
8 C 3.101 1.979 4.285
9 C 3.007 1.255 3.108
10 N 2.373 0.086 3.009
11 C 0.346 -3.419 2.444
12 C -0.384 -3.699 1.155
13 C -1.330 -4.704 1.065
14 C -1.921 -4.963 -0.163
15 C -1.564 -4.193 -1.254
16 C -0.638 -3.184 -1.068
17 N -0.033 -2.947 0.102
18 C -1.142 -0.068 3.443
19 C -1.968 0.380 4.457
20 C -2.068 1.743 4.692
21 C -1.324 2.616 3.920
22 C -0.513 2.086 2.933
23 N -0.423 0.776 2.689
24 H -1.492 -2.131 3.923
25 H -1.656 -1.714 2.212
26 H 2.055 -2.485 3.883
27 H 0.694 -2.067 4.919
28 H 1.338 -0.182 6.189
29 H 2.526 2.002 6.356
30 H 3.643 2.915 4.311
31 H 3.467 1.630 2.199
32 H -0.073 -4.043 3.243
33 H 1.390 -3.706 2.305
34 H -1.600 -5.273 1.945
35 H -2.659 -5.749 -0.261
36 H -2.007 -4.349 -2.228
37 H -0.379 -2.528 -1.890
38 H -2.531 -0.329 5.051
39 H -2.720 2.117 5.471
40 H -1.375 3.686 4.066
41 H 0.091 2.737 2.310
42 C 2.307 -3.032 -3.229
43 C 2.918 -1.743 -2.691
44 C 4.076 -1.315 -3.598
45 C 3.390 -1.844 -1.250
46 C 3.873 -0.703 -0.597
47 C 4.404 -0.775 0.682
48 C 4.448 -1.982 1.379
49 C 5.026 -2.055 2.767
50 C 3.946 -3.109 0.741
51 C 3.433 -3.046 -0.553
52 H 1.863 -2.852 -4.209
53 H 1.533 -3.437 -2.577
54 H 3.074 -3.800 -3.353
55 H 2.162 -0.961 -2.732
56 H 4.873 -2.063 -3.561
57 H 4.502 -0.356 -3.300
58 H 3.740 -1.228 -4.634
59 H 3.885 0.247 -1.124
60 H 4.825 0.115 1.136
61 H 5.904 -1.414 2.861
62 H 5.322 -3.073 3.021
63 H 4.301 -1.716 3.510
64 H 3.985 -4.068 1.248
65 H 3.081 -3.956 -1.020
66 C 1.367 2.913 -1.453
67 C 0.455 2.246 -2.475
68 C -0.440 3.288 -3.136
69 C 1.275 1.539 -3.538
70 O -0.295 1.234 -1.764
71 Si -1.926 1.251 -1.348
72 S -2.147 -0.364 -0.085
73 O -2.108 2.685 -0.573
74 C -3.241 3.446 -0.115
75 C -4.060 2.602 0.852
76 C -4.091 3.883 -1.300
77 C -2.663 4.657 0.595
78 O -2.930 1.261 -2.627
79 C -3.331 0.310 -3.628
80 C -4.723 -0.175 -3.254
81 C -3.355 1.055 -4.951
82 C -2.363 -0.866 -3.702
83 H 1.998 3.672 -1.922
84 H 2.021 2.167 -0.985
85 H 0.762 3.392 -0.678
86 H 0.175 3.957 -3.742
87 H -0.972 3.881 -2.390
88 H -1.179 2.814 -3.785
89 H 1.919 2.247 -4.064
90 H 0.617 1.064 -4.270
91 H 1.901 0.775 -3.088
92 H -4.467 1.723 0.347
93 H -4.890 3.187 1.257
94 H -3.433 2.252 1.675
95 H -4.442 3.017 -1.859
96 H -3.508 4.514 -1.976
97 H -4.954 4.453 -0.951
98 H -2.058 4.340 1.448
99 H -3.459 5.315 0.950
100 H -2.025 5.222 -0.089
101 H -5.430 0.656 -3.275
102 H -4.706 -0.595 -2.246
103 H -5.066 -0.943 -3.951
104 H -4.049 1.896 -4.901
105 H -3.670 0.389 -5.757
106 H -2.361 1.439 -5.192
107 H -2.371 -1.421 -2.762
108 H -1.345 -0.513 -3.891
109 H -2.657 -1.531 -4.516

Atomic partial charges in e from the Mulliken method, atoms 1 to 99: 0.58 -1.47 0.96 -1.43 0.22 -0.88 -0.72 -0.93 -0.29 0.88 -1.32 0.55 -0.91 -0.83 -1.20 -0.65 1.07 0.82 -0.99 -0.81 -0.96 -0.89 1.66 0.52 0.24 0.61 0.34 0.53 0.45 0.49 0.37 0.33 0.41 0.50 0.42 0.52 0.89 0.55 0.48 0.51 0.44 -2.03 2.25 -1.65 0.62 -0.44 -0.66 1.00 -1.64 -1.08 -0.14 0.46 0.42 0.39 -1.38 0.45 0.34 0.44 0.22 0.71 0.44 0.40 0.12 0.38 0.45 -1.33 1.74 -1.32 -1.65 1.27 -0.83 -0.83 0.11 1.35 -1.19 -1.55 -1.51 0.63 1.97 -1.82 -1.80 -1.37 0.46 -0.02 0.11 0.58 0.13 0.06 0.48 0.31 0.22 0.14 0.50 0.07 0.11 0.30 0.53 0.15 0.39

=====

Here is a structure of composition C54H45BF2N7ORe from OMol25. Energies are from the ωB97M-V functional and the def2-TZVPD basis.

Calculated values
- Spin multiplicity: 2
- Maximum force: 2.55 eV/Å
- E_tot: -2845.9669 a.u.
- Kohn-Sham gap (spin up / spin down): 4.55 / 4.39 eV
- Net charge: +1
- ⟨S²⟩: 0.767

Atoms and positions in Å:
1 Re 0.118 0.071 -0.197
2 C 2.803 -4.983 5.135
3 C 1.715 -5.182 4.301
4 C 1.271 -4.156 3.489
5 C 1.918 -2.922 3.482
6 C 3.007 -2.729 4.324
7 C 3.439 -3.753 5.150
8 C 1.438 -1.918 2.502
9 C 0.150 -1.410 2.711
10 C -0.419 -1.485 4.026
11 C -1.686 -1.029 3.932
12 C -1.934 -0.756 2.541
13 C -3.278 -0.742 2.132
14 C -4.327 -0.935 3.170
15 C -5.060 0.159 3.611
16 C -6.052 -0.004 4.562
17 C -6.329 -1.261 5.072
18 C -5.608 -2.357 4.628
19 C -4.607 -2.196 3.687
20 C -3.748 -0.781 0.821
21 N -2.980 -0.315 -0.263
22 C -3.559 -0.839 -1.437
23 C -2.967 -0.748 -2.698
24 C -3.884 -0.874 -3.862
25 C -4.347 -2.113 -4.290
26 C -5.225 -2.196 -5.356
27 C -5.641 -1.048 -6.008
28 C -5.184 0.189 -5.585
29 C -4.312 0.276 -4.516
30 C -1.602 -0.542 -2.935
31 C -1.111 -0.172 -4.259
32 C 0.215 -0.020 -4.201
33 C 0.640 -0.388 -2.837
34 N -0.565 -0.676 -2.089
35 C 2.673 -0.478 -1.941
36 C 2.942 -0.982 -0.572
37 C 3.989 -1.742 -0.054
38 C 3.564 -2.204 1.180
39 C 2.262 -1.699 1.391
40 N 1.899 -0.947 0.297
41 C 1.472 0.526 -1.898
42 C 3.869 -0.059 -2.724
43 C 4.189 -0.605 -3.899
44 C 3.406 -1.664 -4.502
45 C 2.266 -2.073 -3.946
46 C 1.747 -1.481 -2.694
47 C -4.778 -1.429 -1.075
48 C -4.894 -1.397 0.304
49 N -0.759 -0.878 1.825
50 H 3.157 -5.787 5.763
51 H 1.214 -6.138 4.279
52 H 0.431 -4.306 2.826
53 H 3.510 -1.772 4.336
54 H 4.283 -3.596 5.805
55 H 0.106 -1.821 4.899
56 H -2.412 -0.916 4.714
57 H -4.842 1.137 3.207
58 H -6.609 0.855 4.903
59 H -7.109 -1.386 5.807
60 H -5.824 -3.340 5.018
61 H -4.039 -3.047 3.341
62 H -4.013 -3.007 -3.784
63 H -5.586 -3.161 -5.681
64 H -6.324 -1.119 -6.840
65 H -5.509 1.086 -6.090
66 H -3.957 1.240 -4.178
67 H -1.759 -0.013 -5.098
68 H 0.897 0.271 -4.976
69 H 4.934 -1.919 -0.529
70 H 4.105 -2.855 1.836
71 H 4.502 0.695 -2.283
72 H 5.069 -0.278 -4.437
73 H 3.788 -2.121 -5.402
74 H 1.670 -2.863 -4.380
75 H 1.389 -2.263 -2.017
76 H -5.457 -1.885 -1.769
77 H -5.672 -1.837 0.897
78 F -1.767 1.599 -1.152
79 B -2.339 0.927 -0.137
80 F -2.361 1.650 0.982
81 O 1.731 1.815 -2.431
82 C 2.624 2.648 -1.983
83 C 3.240 2.581 -0.625
84 C 4.750 2.838 -0.515
85 C 5.129 4.309 -0.641
86 C 4.955 4.853 -2.054
87 C 3.495 4.936 -2.495
88 N 2.873 3.664 -2.811
89 H 2.997 1.609 -0.191
90 H 2.750 3.357 -0.022
91 H 5.306 2.260 -1.254
92 H 5.058 2.484 0.470
93 H 6.172 4.427 -0.343
94 H 4.529 4.904 0.052
95 H 5.527 4.251 -2.758
96 H 5.359 5.866 -2.082
97 H 3.437 5.546 -3.397
98 H 2.922 5.434 -1.704
99 H 2.379 3.614 -3.693
100 C 0.452 3.907 3.901
101 N 0.499 3.311 2.594
102 C 0.289 3.953 1.412
103 C 0.309 2.999 0.440
104 N 0.526 1.776 1.017
105 C 0.638 2.003 2.314
106 H 0.751 4.953 3.843
107 H 1.121 3.384 4.581
108 H -0.564 3.853 4.298
109 H 0.148 5.012 1.339
110 H 0.169 3.121 -0.617
111 H 0.818 1.252 3.058

Atomic partial charges in e from the Mulliken method, atoms 1 to 99: 2.25 -0.38 -0.95 0.13 -0.49 0.04 -0.83 1.36 -0.06 -1.51 -1.44 0.15 1.45 -0.97 0.02 -0.92 -0.35 -1.01 0.52 -0.34 0.02 0.01 1.52 -0.69 0.10 -0.89 -0.40 -0.96 -0.04 0.21 -1.53 -1.84 1.96 -0.64 2.50 -0.57 -1.31 -1.55 -0.18 0.37 -0.29 -1.30 -0.57 -0.76 -1.22 -0.10 -1.40 -1.20 0.10 0.41 0.40 0.49 0.45 0.40 0.70 0.70 0.51 0.42 0.40 0.41 0.51 0.52 0.41 0.41 0.41 0.50 0.63 0.68 0.71 0.60 0.36 0.50 0.46 0.51 0.55 0.66 0.62 -0.06 0.50 -0.30 -0.43 0.06 1.01 -0.89 -0.87 -0.66 -0.69 -0.05 -0.45 0.58 0.23 0.34 0.46 0.34 0.34 0.37 0.41 0.29 0.39